Record 1
C6H11N in the gas phase in a non-equilibrium geometry. Source: the OMol25 dataset; level of theory: ωB97M-V/def2-TZVPD.

Values from the calculation:
- gap between HOMO and LUMO (eV) = 6.9
- HOMO level (eV) = -7.17
- calculated total energy (eV) = -7885.07078
- SMILES string = C=CC(N)=C(C)C
- strongest force on any atom (hartree/bohr) = 0.061

Last column: natural (NBO) charge in e.
Geometry (Å):
C 1.37709 -1.06322 -1.61725  -0.45
C 0.06778 -1.21968 -1.31266  -0.15
C -0.64585 -0.35004 -0.22592  0.11
N -1.98730 -0.16632 -0.70616  -0.84
C -0.02651 0.40835 0.67138  -0.04
C -0.66028 1.58585 1.27727  -0.65
C 1.27758 -0.21242 1.30269  -0.64
H 2.31324 -1.51695 -1.30952  0.22
H 1.53036 -0.33364 -2.45028  0.20
H -0.68741 -1.62151 -2.03588  0.18
H -2.16618 -0.74779 -1.57160  0.37
H -2.31056 0.84371 -0.88947  0.38
H -1.44850 1.27668 1.95668  0.22
H -1.01874 2.27615 0.50737  0.22
H 0.01931 1.88876 2.04154  0.22
H 0.84436 -1.15129 1.56465  0.22
H 2.10186 -0.34885 0.56445  0.23
H 1.41977 0.45222 2.23271  0.21

Cartesian forces (eV/Å) of the 6 atoms listed first:
C 1.1 0.3 -2.1
C -1.4 0.7 2.2
C -0.4 -1.7 -2.3
N -1.0 1.1 -1.0
C 1.2 -1.7 0.3
C -0.4 -0.8 0.5

---

Record 2
2 unconnected molecules or ions with the total composition C5H8O. Source: the OMol25 dataset; level of theory: ωB97M-V/def2-TZVPD.

Values from the calculation:
- gap between HOMO and LUMO (eV) = 9.9
- HOMO level (eV) = -9.99
- calculated total energy (eV) = -7358.89581
- SMILES string = O=CC1=CC1.C
- strongest force on any atom (hartree/bohr) = 0.016

Last column: natural (NBO) charge in e.
Geometry (Å):
O 1.39166 -1.46125 -1.68810  -0.49
C 0.81934 -0.41153 -1.49170  0.40
C 0.92843 0.36714 -0.24699  -0.12
C 1.67042 0.78776 0.72762  -0.10
C 0.47633 1.64818 0.40187  -0.43
H 0.20095 0.09552 -2.25708  0.13
H 2.61613 0.70112 1.23972  0.23
H 0.63767 2.59529 -0.12242  0.18
H -0.40354 1.65498 1.05332  0.19
C -1.66920 -1.19575 0.47878  -0.86
H -2.03294 -0.20564 0.18646  0.21
H -1.60277 -1.83399 -0.40744  0.22
H -2.35274 -1.64082 1.20378  0.22
H -0.67975 -1.10101 0.92219  0.22

Cartesian forces (eV/Å) of the 6 atoms listed first:
O -0.5 0.7 0.1
C 0.5 -0.4 0.2
C 0.2 0.3 -0.1
C 0.0 -0.1 -0.3
C -0.1 0.2 0.0
H 0.0 -0.3 -0.1

---

Record 3
9 unconnected molecules or ions with the total composition C48H132N18O12P6S3 in a non-equilibrium geometry. Source: the OMol25 dataset; level of theory: ωB97M-V/def2-TZVPD.

Values from the calculation:
- gap between HOMO and LUMO (eV) = 8.4
- HOMO level (eV) = -8.09
- calculated total energy (eV) = -191553.72929
- SMILES string = CN(C)P(=O)(N(C)C)N(C)C.CN(C)P(=O)(N(C)C)N(C)C.CN(C)P(=O)(N(C)C)N(C)C.CN(C)P(=O)(N(C)C)N(C)C.CN(C)P(=O)(N(C)C)N(C)C.CN(C)P(=O)(N(C)C)N(C)C.O=S1(=O)CCCC1.O=S1(=O)CCCC1.O=S1(=O)CCCC1
- strongest force on any atom (hartree/bohr) = 0.056

Last column: Mulliken charge in e.
Geometry (Å):
C -6.99303 -0.12054 -1.20090  -0.98
N -6.25073 0.57596 -0.07564  0.19
C -5.59481 -0.29544 0.89999  -0.62
P -5.45606 2.04263 -0.41572  0.40
O -4.09810 1.89303 -1.02289  -0.71
N -6.61249 2.96798 -1.24817  0.48
C -6.19225 3.52791 -2.44576  -0.69
C -7.98539 3.22110 -0.85640  -1.06
N -5.32771 2.70811 1.17229  0.30
C -6.32299 2.59341 2.25798  -1.10
C -4.11681 3.35927 1.49629  -0.17
H -6.32880 -0.78073 -1.78548  0.22
H -7.28076 0.58666 -1.98610  0.35
H -7.81914 -0.72077 -0.83259  0.34
H -5.09041 0.35774 1.60951  0.15
H -4.74268 -0.94342 0.50510  -0.01
H -6.28711 -0.97797 1.38151  0.49
H -6.49896 2.98910 -3.34224  0.32
H -6.53240 4.56189 -2.55992  0.42
H -5.12601 3.59718 -2.51735  -0.11
H -8.67579 3.47823 -1.68435  0.39
H -8.42013 2.34377 -0.39743  0.37
H -7.95033 4.02101 -0.06467  0.25
H -6.60386 3.59354 2.60269  0.36
H -7.17262 2.03511 1.87481  0.33
H -5.93673 2.02956 3.11953  0.38
H -3.39389 2.90176 0.82907  -0.50
H -3.80952 3.13450 2.54779  0.33
H -4.08812 4.45535 1.34383  0.19
C 5.20394 3.21125 2.35453  -0.88
N 4.65926 4.42215 1.75789  0.53
C 5.57259 5.29906 0.98875  -1.21
P 3.04710 4.60556 1.40761  -0.32
O 2.44151 4.12398 0.14937  -0.49
N 2.29241 3.92478 2.75105  1.01
C 2.34200 4.49431 4.10771  -0.92
C 1.27380 2.95416 2.44847  0.25
N 3.01000 6.35957 1.46184  0.46
C 3.46312 7.17525 2.53554  -1.30
C 1.94957 7.02560 0.78725  -0.73
H 5.45517 2.43023 1.64190  0.28
H 4.44793 2.73808 2.98737  0.10
H 6.06766 3.45939 3.01505  0.34
H 5.01241 5.93728 0.32800  0.37
H 6.22256 4.71366 0.34662  0.39
H 6.10231 5.99109 1.63834  0.31
H 2.23633 3.73541 4.87197  0.09
H 3.30413 4.95719 4.30534  0.31
H 1.65829 5.31337 4.19687  0.30
H 1.29724 2.68764 1.41094  -0.83
H 1.37796 2.00771 2.99270  -0.23
H 0.29321 3.40317 2.73615  0.43
H 4.13207 6.64661 3.20300  0.41
H 4.02181 8.01418 2.12310  0.32
H 2.61806 7.59267 3.09544  0.34
H 1.04152 7.18301 1.39189  0.32
H 1.68246 6.33913 -0.02653  -0.10
H 2.21758 7.96654 0.27227  0.33
C 0.31863 -0.67180 -7.65791  -1.10
N 1.15309 -0.70409 -6.45395  0.43
C 1.27141 0.41753 -5.48179  -0.32
P 1.81413 -2.16884 -6.01826  0.13
O 1.79636 -3.14578 -7.13642  -0.87
N 3.32907 -1.91560 -5.33924  0.42
C 4.40933 -1.71190 -6.30064  -1.15
C 3.65429 -1.52503 -3.97251  -0.77
N 0.93978 -2.58450 -4.61919  0.88
C 1.35585 -3.89542 -4.15368  -0.97
C -0.52438 -2.29764 -4.63178  -0.39
H 0.30875 -1.65201 -8.08526  0.39
H 0.58399 -0.01136 -8.46205  0.35
H -0.74974 -0.45448 -7.41918  0.30
H 2.19488 0.97643 -5.50460  0.31
H 1.28247 -0.06765 -4.47708  -0.36
H 0.44127 1.10233 -5.37695  0.44
H 5.19671 -2.47006 -6.20536  0.35
H 4.06302 -1.76305 -7.31248  0.36
H 4.93510 -0.73782 -6.15192  0.33
H 3.81049 -0.43997 -3.94053  0.27
H 2.85801 -1.80454 -3.24952  -0.07
H 4.58365 -1.99809 -3.66522  0.55
H 0.99974 -4.70381 -4.81150  0.27
H 2.43658 -3.92032 -4.26892  0.50
H 1.10273 -4.09758 -3.09462  -0.16
H -1.04478 -2.96573 -5.32482  0.27
H -0.75422 -1.27884 -4.95191  0.30
H -0.92526 -2.48751 -3.61780  -0.45
C -4.32460 -4.63798 -1.28268  -1.28
N -2.93423 -4.19936 -1.13879  0.99
C -2.72804 -2.72283 -1.05152  0.38
P -1.59102 -5.20334 -1.18810  0.54
O -0.36047 -4.39191 -0.91653  -0.48
N -1.76435 -6.50819 -0.10957  0.11
C -2.73819 -7.56338 -0.34651  -1.02
C -1.68326 -5.99869 1.27938  -1.30
N -1.72654 -6.06774 -2.61064  0.21
C -2.30314 -5.46341 -3.85391  -0.95
C -0.69957 -7.10625 -2.74916  -1.16
H -4.96017 -4.41265 -0.40610  0.25
H -4.37462 -5.73758 -1.32899  0.28
H -4.81032 -4.23689 -2.20098  0.33
H -3.23154 -2.12482 -1.82797  0.43
H -1.70898 -2.48471 -1.23021  -1.20
H -2.96994 -2.37628 -0.05734  -0.28
H -2.61476 -8.33349 0.43238  0.36
H -3.75794 -7.20354 -0.32491  0.37
H -2.70088 -8.07338 -1.27880  0.35
H -1.51759 -6.78683 2.06477  0.40
H -0.85293 -5.28029 1.39891  0.13
H -2.62062 -5.50408 1.50553  0.51
H -2.89644 -4.62223 -3.49224  0.25
H -1.59476 -5.22978 -4.66156  0.21
H -2.98945 -6.21267 -4.26734  0.30
H -0.28481 -7.36822 -1.75718  0.38
H 0.04298 -6.80049 -3.49334  0.23
H -1.20066 -8.02250 -3.12331  0.37
C -1.57985 5.03449 -6.59658  -1.13
N -0.50238 5.33484 -5.64774  0.16
C -0.19360 6.75520 -5.53245  -1.12
P -0.26589 4.17363 -4.41020  0.89
O -0.76064 2.80656 -4.78124  -1.15
N 1.34640 4.44311 -4.05061  0.52
C 1.82363 3.69686 -2.84911  -0.73
C 2.38821 4.79011 -5.03683  -0.99
N -1.04005 4.69810 -2.87983  0.68
C -1.01578 6.07386 -2.34209  -1.09
C -2.25076 3.91289 -2.50773  -1.51
H -1.84275 3.97379 -6.67157  0.28
H -1.25167 5.43740 -7.56470  0.38
H -2.43130 5.73036 -6.35291  0.28
H -1.09005 7.38118 -5.27247  0.31
H 0.21101 7.20893 -6.46592  0.32
H 0.51743 6.92365 -4.72210  0.34
H 2.71308 4.13918 -2.39397  0.49
H 1.03333 3.56388 -2.10274  0.13
H 2.16300 2.65529 -3.15657  -0.11
H 3.11379 5.42863 -4.56270  0.28
H 2.84791 3.85826 -5.37610  0.24
H 1.93078 5.32330 -5.86758  0.37
H -1.69978 6.76556 -2.84885  0.17
H -1.29475 5.99046 -1.29313  0.41
H 0.03734 6.37060 -2.27195  0.28
H -2.20850 2.84313 -2.65755  0.33
H -2.99694 4.27543 -3.20599  0.40
H -2.50145 4.18470 -1.49417  0.47
C 2.78495 -3.56665 6.70002  -1.05
N 2.96003 -2.24669 6.07457  0.66
C 3.29796 -2.28629 4.68821  -0.87
P 2.78649 -0.87910 7.07460  0.30
O 2.95716 -1.03393 8.58194  -0.87
N 3.90057 0.18473 6.43468  0.48
C 3.62627 1.61131 6.64325  -0.97
C 5.30595 -0.17957 6.66737  -1.12
N 1.32112 -0.20035 6.63222  0.82
C 0.91480 0.08575 5.26606  -1.33
C 0.39515 0.39197 7.53746  -1.20
H 1.74338 -3.90862 6.48298  0.15
H 2.98271 -3.55898 7.76154  0.36
H 3.48266 -4.34179 6.24703  0.34
H 2.41514 -2.25987 4.03115  0.07
H 3.80919 -3.23589 4.40821  0.43
H 3.89405 -1.39551 4.37681  0.26
H 3.93420 1.96226 7.63144  0.33
H 4.04903 2.22190 5.86916  0.28
H 2.53231 1.77471 6.63524  0.15
H 5.66102 0.08692 7.68743  0.27
H 5.53762 -1.23116 6.45508  0.30
H 5.83651 0.44783 5.95274  0.38
H 0.72678 1.16845 5.13647  0.56
H 1.66817 -0.26367 4.55350  0.11
H -0.03018 -0.41462 5.07732  0.27
H -0.54188 -0.12647 7.48745  0.28
H 0.08310 1.40464 7.36912  0.33
H 0.76223 0.30915 8.56920  0.34
O 2.93957 -5.19444 2.35786  -0.85
S 3.26747 -4.32804 1.27187  1.48
O 3.08210 -2.92411 1.48931  -0.54
C 4.92990 -4.52530 0.82384  -0.95
C 4.96738 -4.33868 -0.70029  -0.67
C 3.73394 -5.06303 -1.29870  -0.27
C 2.54448 -4.83443 -0.27361  0.82
H 5.26656 -5.51889 1.14696  0.42
H 5.46848 -3.77239 1.42290  0.42
H 4.82580 -3.26372 -0.87978  0.21
H 5.86986 -4.80969 -1.02564  0.45
H 3.85714 -6.13414 -1.47861  0.35
H 3.48842 -4.65426 -2.28189  -0.15
H 1.95421 -5.74299 -0.06363  0.30
H 1.98060 -4.00747 -0.64333  -0.97
O -3.98283 -3.91709 6.23659  -0.73
S -2.98144 -2.92237 5.90872  1.27
O -3.09976 -1.63150 6.59316  -0.68
C -1.39084 -3.65336 6.10770  -0.92
C -0.67245 -3.69974 4.78181  0.06
C -1.73531 -3.63878 3.71391  0.58
C -2.80437 -2.68356 4.13268  -0.99
H -1.61078 -4.65985 6.46832  0.42
H -0.84311 -3.17832 6.95018  0.43
H 0.02486 -2.83480 4.74748  -0.51
H -0.02138 -4.58121 4.66684  0.58
H -2.16560 -4.63372 3.58132  0.07
H -1.31106 -3.36197 2.73069  -0.37
H -3.76142 -2.90414 3.68645  0.62
H -2.57081 -1.64748 3.85775  0.22
O 0.09273 0.00157 2.31451  -0.19
S -0.63672 -0.43399 1.14314  0.83
O -1.76016 -1.29370 1.50373  -0.38
C -1.22140 0.95410 0.18428  -0.78
C -0.11808 1.22094 -0.88183  1.19
C 0.37569 -0.21565 -1.21970  -0.46
C 0.49828 -1.09087 -0.00175  -0.01
H -1.45072 1.72912 0.89504  0.57
H -2.16458 0.61573 -0.29175  -0.01
H -0.58673 1.53689 -1.82138  -0.14
H 0.66852 1.91129 -0.48836  -1.08
H 1.25402 -0.28809 -1.83467  0.82
H -0.42536 -0.74915 -1.78066  -0.26
H 1.43094 -1.20870 0.51191  0.69
H 0.11720 -2.12124 -0.16375  -0.97

Cartesian forces (eV/Å) of the 6 atoms listed first:
C 1.7 0.5 0.1
N -0.7 -0.1 -1.4
C 1.4 -0.4 -0.7
P -1.1 -0.5 2.2
O -1.3 0.7 -0.1
N 0.8 -1.8 1.0

---

Record 4
2 unconnected molecules or ions with the total composition C7H17ClN2 in a non-equilibrium geometry. Source: the OMol25 dataset; level of theory: ωB97M-V/def2-TZVPD.

Values from the calculation:
- gap between HOMO and LUMO (alpha / beta) (eV) = 8.1 / 8.1
- HOMO level (alpha / beta) (eV) = -7.38 / -7.38
- calculated total energy (eV) = -23032.98757
- strongest force on any atom (hartree/bohr) = 0.129

Last column: natural (NBO) charge in e.
Geometry (Å):
C 1.79076 -1.21070 -0.93597  -0.61
C 2.35896 1.35139 -1.11138  -0.58
C -2.50892 -1.47364 0.14444  -0.60
C 1.26025 -0.27116 1.77807  -0.64
C 1.33160 0.24338 -0.88103  -0.27
C -3.23219 -0.11410 0.21036  -0.32
C 0.79040 0.43429 0.51457  0.15
N -0.75034 1.94781 -0.21357  -0.69
N -0.18310 1.27367 0.69064  -0.20
Cl -5.03263 -0.18020 -0.28605  -0.15
H 2.01563 -1.60882 -1.87708  0.22
H 2.76251 -1.45248 -0.51249  0.21
H 0.99311 -1.98676 -0.56777  0.22
H 2.75980 1.59916 -0.23483  0.21
H 1.90101 2.17157 -1.52885  0.21
H 3.06743 0.88859 -1.84660  0.21
H -1.68999 -1.30825 0.91677  0.20
H -3.09272 -2.24997 0.31898  0.22
H -2.08491 -1.53080 -0.76542  0.21
H 1.03124 0.29672 2.56874  0.21
H 2.30737 -0.25277 1.71909  0.22
H 0.92412 -1.31576 2.02386  0.21
H 0.53809 0.23207 -1.53561  0.21
H -3.22388 0.21786 1.18783  0.18
H -0.41974 1.99550 -1.14406  0.33
H -2.94015 0.79582 -0.24207  0.25
H -0.67370 1.50758 1.60944  0.41

Cartesian forces (eV/Å) of the 6 atoms listed first:
C -0.4 -1.8 1.1
C -0.4 -4.0 -3.9
C 2.3 5.8 2.2
C -0.1 -2.1 -3.1
C 0.9 -1.3 3.1
C -2.0 -1.1 -0.5